No. 1
134
Properties=species:S:1:pos:R:3:forces:R:3 method="wB97M-V/def2-TZVPD" molar_mass_g_mol=1170.3 fmax_ev_per_a=1.426 e_tot_ha=-4090.6995 total_charge=+1 spin_multiplicity=1 homo_ev=-9.4253
Bi 0.47507 0.15269 -0.13321 -0.620 0.305 0.331
C 7.62652 -2.94891 -0.02049 -0.111 0.027 -0.064
C 6.13478 -2.77580 0.07529 0.090 -0.204 0.006
C 5.26876 -3.81184 0.25529 0.088 0.088 -0.003
C 3.86918 -3.60473 0.35978 -0.137 0.184 0.039
C 3.04760 -4.72984 0.44516 -0.029 0.060 -0.105
N 1.73707 -4.71322 0.48192 0.120 0.291 0.049
C 0.89814 -5.89500 0.39674 -0.312 -0.132 -0.200
C 0.04015 -5.94834 -0.87786 0.316 0.062 -0.113
C 0.77341 -6.37719 -2.16108 -0.203 0.054 0.191
N 1.89302 -5.49771 -2.50023 -0.053 0.016 0.082
C 1.80500 -4.18478 -2.71034 0.066 0.089 0.033
C 0.77248 -3.41673 -3.21396 -0.007 0.093 0.171
C -0.30381 -3.87077 -4.02793 -0.210 0.116 -0.140
C -1.13088 -2.99838 -4.67003 -0.040 -0.444 -0.050
C -2.17768 -3.45654 -5.65003 0.066 0.136 0.079
C -0.96243 -1.60811 -4.43833 0.223 0.234 0.340
C -0.03932 -1.09791 -3.56522 -0.219 -0.237 -0.179
C 0.10459 0.33756 -3.41363 0.162 0.430 -0.043
N 0.61685 0.94027 -2.41297 -0.188 -0.241 -0.449
C 0.98189 2.33937 -2.55209 0.133 0.228 -0.105
C 2.48802 2.49384 -2.33560 -0.110 -0.216 0.152
C 2.92191 2.20665 -0.89421 0.103 0.212 -0.273
N 2.80974 0.80083 -0.52932 0.185 -0.194 0.103
C 3.90008 0.18680 -0.29621 0.083 0.402 -0.193
C 4.22268 -1.20183 -0.00178 0.174 -0.255 0.063
C 5.57064 -1.49189 -0.06979 -0.278 0.084 -0.015
C 3.29313 -2.26261 0.34488 0.243 -0.202 -0.051
O 2.09397 -2.06988 0.63758 -0.106 -0.039 -0.005
C 0.92947 -1.98504 -2.93313 0.134 -0.204 0.122
O 1.83254 -1.56906 -2.19600 -0.036 0.095 0.056
H 7.92274 -3.96713 0.22538 0.017 0.009 0.026
H 8.13345 -2.26429 0.66027 0.059 -0.051 0.010
H 7.97694 -2.73071 -1.03141 0.040 0.000 0.021
H 5.64361 -4.82908 0.32275 0.017 0.006 0.014
H 3.51836 -5.71137 0.42483 -0.031 -0.012 0.027
H 1.34401 -3.76165 0.52598 -0.040 -0.145 0.019
H 0.22966 -5.90339 1.25891 0.054 -0.036 0.022
H 1.53921 -6.77809 0.45866 0.026 0.039 0.088
H -0.41618 -4.96974 -1.03483 -0.057 -0.060 0.016
H -0.76947 -6.66044 -0.71013 -0.027 0.015 -0.008
H 0.05862 -6.40652 -2.97879 0.030 -0.085 -0.028
H 1.17436 -7.38435 -2.04835 0.051 0.009 -0.041
H 2.78870 -5.80573 -2.16048 0.046 -0.010 -0.029
H 2.68464 -3.61343 -2.41942 0.035 -0.047 -0.033
H -0.42949 -4.92889 -4.21689 0.034 -0.007 -0.044
H -2.26200 -4.54159 -5.66341 -0.003 -0.007 -0.015
H -1.91926 -3.11780 -6.65539 -0.057 -0.051 -0.031
H -3.15431 -3.03524 -5.40480 -0.016 -0.037 -0.024
H -1.61772 -0.91986 -4.96435 -0.016 0.012 0.017
H -0.20062 0.93582 -4.27946 0.076 0.008 -0.024
H 0.44728 2.90513 -1.79111 -0.067 0.065 0.017
H 0.69933 2.71465 -3.54228 -0.005 -0.049 0.018
H 2.76383 3.52604 -2.55943 -0.006 0.001 -0.027
H 3.02905 1.83262 -3.01863 0.030 0.081 -0.038
H 2.28938 2.77009 -0.21833 -0.032 0.134 0.140
H 3.95037 2.56120 -0.75722 -0.010 -0.068 0.040
H 4.80985 0.79319 -0.38026 0.013 -0.034 -0.020
H 6.25573 -0.67338 -0.26945 -0.021 0.036 -0.009
C -3.82930 -1.23252 -2.70805 0.086 -0.082 0.190
Si -3.09411 -1.46610 -0.97319 0.124 -0.275 -0.154
C -4.55221 -1.78748 0.19239 0.216 0.239 -0.066
C -2.03175 -3.03649 -0.88822 -0.270 0.115 -0.090
N -1.99831 -0.19465 -0.58464 -0.521 -0.154 0.322
P -2.36056 1.24509 0.04825 0.606 0.236 -0.888
C -0.82697 2.05982 0.04913 -0.434 -0.389 1.302
P -0.04893 2.72908 1.45678 0.444 -0.027 -0.846
N 1.05541 1.61156 1.84456 -0.040 0.146 0.413
Si 1.82206 1.22924 3.35298 0.210 -0.128 0.051
C 0.86823 -0.14792 4.24016 0.145 0.162 -0.060
C 3.53700 0.52951 2.99941 -0.213 0.051 0.069
C 2.03843 2.70789 4.51553 -0.089 -0.154 -0.207
C 0.74104 4.27962 0.87702 -0.074 -0.089 0.157
C 1.93210 4.73825 1.43377 -0.063 -0.107 0.006
C 2.48063 5.94280 1.02134 0.048 0.031 0.046
C 1.83503 6.70614 0.05748 0.001 0.004 -0.032
C 0.64243 6.26070 -0.49536 -0.028 0.041 -0.009
C 0.09586 5.05304 -0.08418 0.043 -0.041 0.026
C -0.96638 3.35860 2.90195 -0.126 -0.196 -0.175
C -1.11051 4.72182 3.15563 -0.069 -0.085 -0.031
C -1.72703 5.14892 4.32259 -0.014 0.065 0.001
C -2.20165 4.22628 5.24286 -0.014 0.027 -0.011
C -2.07077 2.86826 4.99007 0.013 -0.062 0.040
C -1.45634 2.43929 3.82652 0.149 0.105 -0.009
C -3.53058 2.12129 -1.04131 -0.033 -0.089 0.099
C -3.02626 3.02105 -1.97564 0.013 0.008 0.038
C -3.86675 3.61577 -2.90529 -0.018 0.016 -0.033
C -5.21941 3.30548 -2.91752 0.040 0.002 -0.006
C -5.72793 2.39512 -2.00127 -0.058 -0.008 0.006
C -4.88865 1.80654 -1.06805 0.036 0.007 0.003
C -3.25220 1.01065 1.61721 0.253 0.148 -0.037
C -4.23485 1.87604 2.08551 0.006 -0.007 0.015
C -4.85077 1.62939 3.30454 -0.063 0.043 0.040
C -4.47544 0.53528 4.06930 0.008 -0.042 -0.023
C -3.47115 -0.31436 3.62154 -0.010 -0.029 0.023
C -2.86473 -0.07582 2.40042 -0.070 0.048 -0.055
H -3.53054 -2.05397 -3.36285 -0.019 0.008 -0.025
H -3.49172 -0.29433 -3.15372 -0.002 0.005 0.010
H -4.92081 -1.21681 -2.67874 0.003 0.022 0.005
H -5.11027 -2.65993 -0.15759 0.033 -0.005 -0.084
H -5.24887 -0.94711 0.23343 -0.013 -0.060 0.019
H -4.22373 -1.98688 1.21250 -0.014 -0.041 -0.004
H -2.27958 -3.72738 -1.69817 0.045 -0.042 0.012
H -2.19623 -3.55514 0.06040 0.012 0.016 0.016
H -0.97315 -2.78002 -0.95889 0.083 0.013 -0.071
H 0.48952 -0.87775 3.51824 0.018 -0.003 -0.015
H 0.02295 0.23083 4.81690 0.013 -0.011 0.003
H 1.52594 -0.67852 4.93354 -0.003 0.002 -0.001
H 3.46993 -0.35537 2.36484 -0.007 -0.025 0.036
H 4.00769 0.22840 3.93907 0.022 0.008 -0.008
H 4.19476 1.25413 2.51285 -0.037 0.029 -0.012
H 1.17240 3.37092 4.49939 -0.002 0.012 0.066
H 2.91736 3.29920 4.24787 0.013 -0.027 -0.006
H 2.17630 2.36694 5.54419 0.008 -0.042 -0.009
H 2.42603 4.13438 2.18655 0.041 0.057 -0.020
H 3.40636 6.29511 1.45876 0.000 -0.014 -0.008
H 2.25871 7.65086 -0.25806 0.006 -0.010 -0.006
H 0.13174 6.85874 -1.23968 0.010 0.002 0.003
H -0.84218 4.69951 -0.49723 0.017 0.000 -0.046
H -0.73019 5.45214 2.45606 -0.012 0.030 0.008
H -1.82705 6.20950 4.51424 0.000 -0.008 0.015
H -2.66766 4.56767 6.15815 -0.014 -0.010 -0.004
H -2.44557 2.14158 5.69984 0.025 0.006 0.007
H -1.32377 1.38580 3.63379 -0.048 0.026 0.077
H -1.96611 3.24542 -1.95939 -0.011 0.029 0.015
H -3.46876 4.32935 -3.61597 0.002 -0.018 -0.008
H -5.87725 3.77343 -3.63829 -0.001 -0.003 -0.001
H -6.78219 2.14930 -2.01314 0.007 -0.008 0.014
H -5.28972 1.09926 -0.35203 -0.041 0.043 -0.037
H -4.52003 2.74322 1.50258 -0.013 -0.013 0.000
H -5.62312 2.29809 3.66265 0.011 0.005 -0.008
H -4.96234 0.34609 5.01746 0.004 0.001 0.002
H -3.16330 -1.15849 4.22603 -0.006 -0.011 -0.011
H -2.08289 -0.73327 2.03458 -0.031 -0.049 0.035


No. 2
32
Properties=species:S:1:pos:R:3:forces:R:3 method="wB97M-V/def2-TZVPD" molar_mass_g_mol=388.1 fmax_ev_per_a=4.322 e_tot_ha=-1462.1840 total_charge=+2 spin_multiplicity=1 homo_ev=-16.4867
O 1.24473 1.13733 -6.96777 -1.199 -0.288 1.620
C 0.58378 0.97272 -6.05792 1.249 0.261 -1.616
In -0.22263 -0.36805 -1.83671 1.608 0.567 -1.718
O -2.04003 1.46553 -4.31747 0.977 -2.038 2.280
C -1.66120 0.76769 -3.50147 -1.387 2.309 -2.295
C -2.40913 -0.74688 -0.33015 -2.851 0.045 2.698
O -3.26657 -0.74196 0.43728 3.112 -0.200 -2.993
C 0.79249 -2.30057 -0.71874 1.015 -1.368 1.419
O 1.50144 -3.02771 -0.22918 -1.067 0.955 -0.881
C -1.49413 -2.58439 -3.16766 -0.612 -1.456 -1.060
O -1.75729 -3.42715 -3.87433 0.471 1.426 1.156
H 0.87558 -0.82219 -3.26494 -0.929 0.374 1.198
C 2.71335 0.06086 0.51158 0.618 -0.025 0.039
N 1.50101 0.04271 1.34948 -1.088 0.705 -0.248
C 1.66566 -0.50799 2.69982 0.140 -0.459 0.504
C 0.42205 0.76716 0.96534 -0.005 0.054 1.419
S 0.59034 1.66160 -0.51896 -0.491 -0.817 -1.319
N -0.72381 0.93712 1.67376 0.851 -0.685 -0.890
C -1.15183 0.11113 2.81547 -0.065 0.171 0.615
C -1.71303 1.95590 1.29954 -0.261 0.758 0.066
H 3.50701 -0.43113 1.08267 -0.214 0.128 -0.247
H 3.03945 1.08447 0.27631 -0.153 -0.434 0.087
H 2.57925 -0.50115 -0.42011 0.065 0.268 0.128
H 1.53748 0.26804 3.47434 0.151 -0.389 -0.413
H 0.97002 -1.34732 2.86166 0.394 0.407 0.106
H 2.68908 -0.90070 2.75744 -0.487 0.157 0.172
H -0.47641 0.27874 3.66521 -0.561 -0.272 -0.225
H -2.15270 0.46733 3.09611 0.393 -0.234 -0.041
H -1.22390 -0.95859 2.56337 0.133 0.427 0.072
H -1.38993 2.52829 0.42436 -0.195 -0.186 0.498
H -2.69889 1.51946 1.09967 0.334 -0.016 0.110
H -1.83126 2.63968 2.15201 0.058 -0.145 -0.242


Table of orbital gap (eV), in record order: 6.418 8.168